Computed, not measured: a single C4H12N2 molecule in a non-equilibrium geometry, with ωB97M-V with the def2-TZVPD basis set.

Geometry (Å):
C: 1.13183 -0.94801 -0.47460
N: 2.59509 -0.73890 -0.55881
C: 0.57437 -0.16564 0.78142
C: -0.41058 1.01380 0.76732
C: -1.48137 0.85927 -0.36356
N: -2.25065 -0.38190 -0.31378
H: 0.52316 -0.61240 -1.32797
H: 0.91691 -1.99062 -0.27053
H: 2.80566 -0.96887 -1.52826
H: 2.69316 0.27658 -0.52694
H: -0.07864 -0.90470 1.26413
H: 1.44571 0.06222 1.38671
H: -0.93812 1.10099 1.73276
H: 0.11019 1.97463 0.70229
H: -1.01123 1.07114 -1.33026
H: -2.09422 1.76132 -0.25499
H: -1.61322 -1.13802 -0.12189
H: -2.91805 -0.27091 0.43696

Computed properties:
Multiplicity: 1
DFT total energy (eV): -7321.970
Energy above the lowest of the compared OMol25 structures with the same formula, charge and spin (kJ/mol): 102.1
HOMO (Ha): -0.344
LUMO level (Ha): 0.037
SMILES string: NCCCCN